(1)
{
  "formula": "C3H9NO2",
  "method": "ωB97M-V/def2-TZVPD",
  "symbols": ["N", "C", "O", "H", "H", "H", "C", "C", "O", "H", "H", "H", "H", "H", "H"],
  "xyz": [[-1.38940, -0.79859, 1.84702], [-2.32375, -1.75914, 1.62240], [-2.75749, -2.55131, 2.41652], [-0.86564, -0.73768, 2.70720], [-1.09628, -0.12771, 1.16005], [-2.71489, -1.68573, 0.59849], [1.74532, 1.67835, -1.51305], [0.97838, 0.38326, -1.29084], [0.86023, 0.18594, 0.13384], [1.33785, 2.41913, -0.81583], [1.66669, 2.10948, -2.50144], [2.74969, 1.49869, -1.14392], [-0.09200, 0.53980, -1.55914], [1.32996, -0.42877, -1.91362], [0.57132, -0.72572, 0.25230]],
  "relative_energy_kj_mol": 118.85,
  "largest_force_ha_per_bohr": 0.05608,
  "gap_ev": 10.8,
  "e_lumo_ev": 0.648,
  "homo_energy_ev": -10.11,
  "total_energy_ha": -324.92735
}

***

(2)
{
  "formula": "C18H25GaN2Te",
  "method": "ωB97M-V/def2-TZVPD",
  "symbols": ["Ga", "C", "C", "C", "C", "C", "C", "C", "C", "C", "C", "H", "H", "H", "H", "H", "H", "H", "H", "H", "H", "H", "H", "H", "H", "H", "N", "C", "C", "C", "C", "N", "C", "C", "H", "H", "H", "H", "C", "Te", "C", "H", "H", "H", "H", "H", "H"],
  "xyz": [[0.40479, -0.73746, 0.05576], [-0.73706, 1.45106, 0.72409], [-0.51548, 0.33258, 1.58361], [0.96101, 0.23699, 1.77692], [1.52856, 1.34863, 1.05137], [0.50437, 2.06153, 0.42601], [0.66088, 3.24406, -0.47722], [2.98721, 1.67259, 1.03952], [1.62083, -0.44499, 2.94106], [-1.53440, -0.33421, 2.46421], [-2.06433, 1.94154, 0.25308], [0.04778, 3.14690, -1.37643], [1.69529, 3.39072, -0.78388], [0.34035, 4.15901, 0.02421], [3.22782, 2.31825, 1.88771], [3.28716, 2.21057, 0.14090], [3.60707, 0.78146, 1.13606], [1.58777, 0.21355, 3.81213], [2.66634, -0.67011, 2.74076], [1.11906, -1.37028, 3.22055], [-1.64987, 0.23703, 3.38792], [-1.23637, -1.34301, 2.75228], [-2.51288, -0.38528, 1.98963], [-2.33968, 2.84220, 0.80685], [-2.85744, 1.21157, 0.40490], [-2.04546, 2.22309, -0.80151], [1.51612, 2.07897, -6.61611], [1.34564, 1.62272, -5.57731], [1.13278, 1.05928, -4.27535], [2.20888, 0.84661, -3.41632], [1.96493, 0.31132, -2.17162], [0.72307, -0.01353, -1.76834], [-0.31694, 0.18957, -2.59844], [-0.15345, 0.72233, -3.85651], [3.21798, 1.09455, -3.71325], [2.77155, 0.14084, -1.47124], [-1.30127, -0.07516, -2.23208], [-1.00804, 0.87561, -4.49996], [-2.00309, -3.43678, -0.17961], [0.12019, -3.37104, -0.33228], [0.53023, -3.98275, 1.66195], [-2.27785, -4.48443, -0.08366], [-2.42475, -3.03361, -1.09666], [-2.32727, -2.87013, 0.68738], [0.33576, -5.05091, 1.71346], [-0.11254, -3.44215, 2.34902], [1.57986, -3.78763, 1.86551]],
  "relative_energy_kj_mol": 0.00,
  "largest_force_ha_per_bohr": 0.00275,
  "gap_ev": 7.7,
  "charge": 2,
  "e_lumo_ev": -7.209,
  "homo_energy_ev": -14.91,
  "total_energy_ha": -3002.61854
}

***

Which formula does entry 1 have?
C3H9NO2

***

Copy entry 1 word for word.
{
  "formula": "C3H9NO2",
  "method": "ωB97M-V/def2-TZVPD",
  "symbols": ["N", "C", "O", "H", "H", "H", "C", "C", "O", "H", "H", "H", "H", "H", "H"],
  "xyz": [[-1.38940, -0.79859, 1.84702], [-2.32375, -1.75914, 1.62240], [-2.75749, -2.55131, 2.41652], [-0.86564, -0.73768, 2.70720], [-1.09628, -0.12771, 1.16005], [-2.71489, -1.68573, 0.59849], [1.74532, 1.67835, -1.51305], [0.97838, 0.38326, -1.29084], [0.86023, 0.18594, 0.13384], [1.33785, 2.41913, -0.81583], [1.66669, 2.10948, -2.50144], [2.74969, 1.49869, -1.14392], [-0.09200, 0.53980, -1.55914], [1.32996, -0.42877, -1.91362], [0.57132, -0.72572, 0.25230]],
  "relative_energy_kj_mol": 118.85,
  "largest_force_ha_per_bohr": 0.05608,
  "gap_ev": 10.8,
  "e_lumo_ev": 0.648,
  "homo_energy_ev": -10.11,
  "total_energy_ha": -324.92735
}

***

What did the second record say?
{
  "formula": "C18H25GaN2Te",
  "method": "ωB97M-V/def2-TZVPD",
  "symbols": ["Ga", "C", "C", "C", "C", "C", "C", "C", "C", "C", "C", "H", "H", "H", "H", "H", "H", "H", "H", "H", "H", "H", "H", "H", "H", "H", "N", "C", "C", "C", "C", "N", "C", "C", "H", "H", "H", "H", "C", "Te", "C", "H", "H", "H", "H", "H", "H"],
  "xyz": [[0.40479, -0.73746, 0.05576], [-0.73706, 1.45106, 0.72409], [-0.51548, 0.33258, 1.58361], [0.96101, 0.23699, 1.77692], [1.52856, 1.34863, 1.05137], [0.50437, 2.06153, 0.42601], [0.66088, 3.24406, -0.47722], [2.98721, 1.67259, 1.03952], [1.62083, -0.44499, 2.94106], [-1.53440, -0.33421, 2.46421], [-2.06433, 1.94154, 0.25308], [0.04778, 3.14690, -1.37643], [1.69529, 3.39072, -0.78388], [0.34035, 4.15901, 0.02421], [3.22782, 2.31825, 1.88771], [3.28716, 2.21057, 0.14090], [3.60707, 0.78146, 1.13606], [1.58777, 0.21355, 3.81213], [2.66634, -0.67011, 2.74076], [1.11906, -1.37028, 3.22055], [-1.64987, 0.23703, 3.38792], [-1.23637, -1.34301, 2.75228], [-2.51288, -0.38528, 1.98963], [-2.33968, 2.84220, 0.80685], [-2.85744, 1.21157, 0.40490], [-2.04546, 2.22309, -0.80151], [1.51612, 2.07897, -6.61611], [1.34564, 1.62272, -5.57731], [1.13278, 1.05928, -4.27535], [2.20888, 0.84661, -3.41632], [1.96493, 0.31132, -2.17162], [0.72307, -0.01353, -1.76834], [-0.31694, 0.18957, -2.59844], [-0.15345, 0.72233, -3.85651], [3.21798, 1.09455, -3.71325], [2.77155, 0.14084, -1.47124], [-1.30127, -0.07516, -2.23208], [-1.00804, 0.87561, -4.49996], [-2.00309, -3.43678, -0.17961], [0.12019, -3.37104, -0.33228], [0.53023, -3.98275, 1.66195], [-2.27785, -4.48443, -0.08366], [-2.42475, -3.03361, -1.09666], [-2.32727, -2.87013, 0.68738], [0.33576, -5.05091, 1.71346], [-0.11254, -3.44215, 2.34902], [1.57986, -3.78763, 1.86551]],
  "relative_energy_kj_mol": 0.00,
  "largest_force_ha_per_bohr": 0.00275,
  "gap_ev": 7.7,
  "charge": 2,
  "e_lumo_ev": -7.209,
  "homo_energy_ev": -14.91,
  "total_energy_ha": -3002.61854
}